Record 1
Entry from OMol25: C5H8N2 in the gas phase (the ωB97M-V functional and the def2-TZVPD basis).

Results
SMILES: N=C1CC2(CN2)C1
E_HOMO: -9.647 eV
charge: 0
energy above the lowest of the compared OMol25 structures with the same formula, charge and spin: 2.389 eV
Kohn-Sham gap: 10.55 eV
E: -304.74769 hartree

Cartesian coordinates (Å):
N1 1.76 1.99 0.64
N2 -1.06 -1.44 -0.91
C1 1.03 1.10 0.12
C2 -0.49 1.01 -0.02
C3 -0.87 -1.54 0.55
C4 1.26 -0.28 -0.46
C5 -0.23 -0.48 -0.24
H1 -1.12 1.29 0.83
H2 -0.27 -2.38 0.87
H3 -0.85 1.54 -0.91
H4 -1.96 -1.02 -1.12
H5 1.04 2.67 0.91
H6 1.95 -0.96 0.07
H7 -1.69 -1.27 1.21
H8 1.52 -0.24 -1.52

---

Record 2
Entry from OMol25: C5H8N2 in the gas phase at a distorted geometry (the ωB97M-V functional and the def2-TZVPD basis).

Results
E_HOMO (spin up / spin down): -6.669 / -7.664 eV
charge: 0
energy above the lowest of the compared OMol25 structures with the same formula, charge and spin: 4.645 eV
Kohn-Sham gap (spin up / spin down): 6.38 / 7.96 eV
E: -304.66479 hartree

Cartesian coordinates (Å):
N1 1.37 -2.18 -1.19
N2 -0.80 0.10 -0.06
C1 0.51 -1.41 -0.67
C2 -0.61 -0.67 -1.14
C3 1.38 0.58 0.96
C4 0.38 -0.38 0.74
C5 -1.50 1.37 0.02
H1 -1.30 -0.77 -1.97
H2 0.05 -0.96 1.59
H3 -2.51 1.22 -0.36
H4 1.65 1.28 0.18
H5 -1.02 2.16 -0.56
H6 -1.53 1.68 1.07
H7 1.97 0.58 1.87
H8 1.96 -2.61 -0.47

---

Record 3
Entry from OMol25: C5H8N2 in the gas phase (the ωB97M-V functional and the def2-TZVPD basis).

Results
E_HOMO (spin up / spin down): -7.786 / -7.787 eV
charge: 0
energy above the lowest of the compared OMol25 structures with the same formula, charge and spin: 3.032 eV
Kohn-Sham gap (spin up / spin down): 8.39 / 8.39 eV
E: -304.72407 hartree

Cartesian coordinates (Å):
N1 1.29 -0.45 0.34
N2 -0.46 1.63 0.58
C1 0.04 2.41 1.38
C2 -0.83 0.59 -0.07
C3 -2.21 0.48 -0.67
C4 0.13 -0.52 -0.16
C5 2.15 -1.61 0.22
H1 3.07 -1.32 -0.31
H2 1.68 -2.45 -0.32
H3 -2.15 0.22 -1.74
H4 -2.74 1.43 -0.58
H5 -0.24 -1.41 -0.69
H6 0.64 3.23 0.97
H7 -2.80 -0.29 -0.17
H8 2.44 -1.94 1.22

---

Repeat the third record exactly.
Entry from OMol25: C5H8N2 in the gas phase (the ωB97M-V functional and the def2-TZVPD basis).

Results
E_HOMO (spin up / spin down): -7.786 / -7.787 eV
charge: 0
energy above the lowest of the compared OMol25 structures with the same formula, charge and spin: 3.032 eV
Kohn-Sham gap (spin up / spin down): 8.39 / 8.39 eV
E: -304.72407 hartree

Cartesian coordinates (Å):
N1 1.29 -0.45 0.34
N2 -0.46 1.63 0.58
C1 0.04 2.41 1.38
C2 -0.83 0.59 -0.07
C3 -2.21 0.48 -0.67
C4 0.13 -0.52 -0.16
C5 2.15 -1.61 0.22
H1 3.07 -1.32 -0.31
H2 1.68 -2.45 -0.32
H3 -2.15 0.22 -1.74
H4 -2.74 1.43 -0.58
H5 -0.24 -1.41 -0.69
H6 0.64 3.23 0.97
H7 -2.80 -0.29 -0.17
H8 2.44 -1.94 1.22